Record 1
The following is a quantum chemistry calculation of a structure of composition C23H50BIN5O6P, from the Open Molecules 2025 dataset.

The calculation puts the HOMO energy at -6.4760 eV. The value obtained for the frontier orbital gap is 5.2 eV. As for the electronic energy: -2295.293382 Eh. The value obtained for the molar mass is 661.37 u.

Last column: Mulliken charge in e.
Positions of all 87 atoms, in Å:
C -1.25118 -1.31464 -4.68624  -1.286
C -0.37795 -0.29908 -5.40921  -0.503
C 1.11382 -0.55562 -5.16494  -0.163
C 1.95868 0.56383 -5.82205  -1.034
C 3.08438 1.10610 -4.94833  -1.051
C 2.62094 1.60368 -3.57188  0.629
C 3.56435 2.64152 -2.98776  -1.212
C 3.09027 3.31000 -1.68432  -0.663
C 2.88732 2.23852 -0.60712  0.351
C 2.51299 2.80317 0.77508  -1.107
C 2.19847 1.65168 1.72289  -1.384
N 0.99731 0.88389 1.37458  1.913
C 0.98197 -0.38669 1.83355  -0.315
N 1.64786 -0.77471 2.87175  0.061
C 1.67561 -2.11913 3.48282  -0.758
C 0.56758 -2.29235 4.54936  -0.266
O 0.13334 -3.61832 4.59593  -0.449
C -1.26717 -3.78808 4.42289  0.717
C -1.58535 -5.12735 3.76530  -1.271
N 0.16687 -1.29129 1.13854  -0.611
I 0.87878 -1.42020 -0.79475  0.281
C -1.23278 -0.75390 1.21587  -1.407
C -1.33619 0.51246 2.04170  0.101
P -3.12767 1.07231 1.84527  0.198
C -3.40590 2.62863 2.82385  -1.236
C -4.04169 -0.22813 2.80831  -0.359
C -4.67076 -1.30914 1.92005  -1.202
C -0.30343 1.61616 1.61138  -1.362
N -0.22222 2.57407 2.68156  -0.257
B -0.88719 2.28957 0.26103  1.291
O -0.81119 3.67290 0.07849  -0.888
O -1.41721 1.55995 -0.74995  -0.671
C -0.75444 1.71776 -2.00766  -0.528
H -1.24622 -1.19819 -3.60413  0.142
H -0.88591 -2.31682 -4.89553  0.411
H -2.28285 -1.27970 -5.02296  0.385
H -0.56706 -0.39781 -6.47609  0.365
H -0.59880 0.73335 -5.14141  0.378
H 1.32875 -0.67724 -4.10534  -0.054
H 1.31564 -1.49907 -5.66441  0.477
H 2.39627 0.14014 -6.72416  0.373
H 1.28395 1.34361 -6.16909  0.501
H 3.50951 1.96231 -5.47623  0.402
H 3.88555 0.37217 -4.88377  0.351
H 2.52163 0.72330 -2.94262  0.113
H 1.63229 2.03785 -3.71799  -0.010
H 4.53560 2.17371 -2.84379  0.317
H 3.66656 3.42827 -3.73541  0.445
H 3.90917 3.94016 -1.34463  0.347
H 2.15132 3.84609 -1.79043  0.313
H 2.09737 1.54749 -0.89133  -0.540
H 3.78316 1.63291 -0.46585  0.388
H 3.35251 3.35218 1.19556  0.551
H 1.69606 3.51780 0.71310  0.185
H 3.04997 0.97206 1.65057  0.796
H 2.21088 1.99374 2.75936  0.427
H 2.22439 -0.08976 3.33945  0.332
H 1.71695 -2.91034 2.75043  0.446
H 2.62470 -2.16245 4.01096  0.380
H -0.23752 -1.57396 4.38064  0.176
H 0.97072 -2.07746 5.53985  0.428
H -1.79867 -3.73043 5.37644  0.333
H -1.69166 -3.00332 3.79391  -0.475
H -0.68865 -5.68138 3.53231  0.339
H -2.07011 -4.94198 2.81619  0.362
H -2.29760 -5.68234 4.36696  0.303
H -1.64011 -0.66105 0.21653  0.380
H -1.83481 -1.51117 1.71296  0.060
H -1.23065 0.30936 3.11399  1.094
H -4.46508 2.71755 3.03041  0.465
H -2.89176 2.56833 3.78517  0.358
H -3.02913 3.49072 2.28742  0.167
H -4.79232 0.21806 3.45312  0.546
H -3.32916 -0.70471 3.48795  0.140
H -4.06339 -1.57915 1.06420  0.295
H -4.78202 -2.21342 2.51470  0.374
H -5.67702 -1.02940 1.63322  0.383
H -0.35582 2.16763 3.59346  0.308
H -0.78550 3.39003 2.53440  0.326
H -1.54956 4.12837 0.49559  0.315
H 0.15598 1.13566 -2.01733  -0.153
H -1.40370 1.28068 -2.75621  0.286
H -0.61019 2.75880 -2.28449  0.374
N -0.64600 -5.03825 -1.39483  0.908
O 0.24607 -4.70926 -2.19052  -0.611
O -1.57559 -4.22490 -1.13907  -0.609
O -0.62632 -6.15633 -0.85720  -0.651

Forces on the atoms, in the same order (eV/Å):
0.0 0.0 -0.1
0.2 -0.4 0.5
-0.4 0.5 -0.9
0.1 -1.0 0.2
-0.2 0.7 -0.4
0.2 -0.3 -0.6
-0.7 0.4 0.0
0.7 -1.7 0.3
-0.4 0.6 0.6
-0.1 -0.4 -0.4
0.8 0.3 0.2
1.0 1.4 1.0
-0.8 -0.4 -1.2
0.6 -0.7 0.4
0.4 0.3 0.6
0.3 -0.2 0.2
-0.3 0.1 -0.4
-0.6 -0.5 -0.1
-0.3 0.5 -0.2
-0.1 0.4 0.9
0.0 -0.7 -0.1
-0.4 -0.9 0.3
-0.4 0.7 -0.3
-0.9 0.2 -1.0
0.9 -1.0 0.7
0.7 -0.2 0.0
-0.1 -0.1 0.7
-2.4 -0.6 0.2
1.0 -0.2 -0.3
0.1 0.6 -0.5
-0.1 -0.2 0.6
1.0 -0.5 0.3
-0.9 -0.2 -0.8
0.1 0.1 0.1
0.0 -0.2 0.1
-0.2 0.1 0.0
0.0 0.2 -0.2
-0.3 0.1 0.1
0.0 0.0 0.2
0.3 -0.3 0.2
0.1 0.1 -0.2
0.0 0.4 0.2
0.2 0.1 -0.1
0.1 -0.1 0.3
-0.1 0.1 0.4
-0.2 0.1 0.2
0.3 0.1 0.1
0.3 0.0 -0.1
-0.2 0.6 0.0
0.0 0.4 -0.2
-0.1 -0.1 -0.2
0.2 -0.1 -0.2
0.2 0.1 0.1
-0.2 0.0 0.0
0.0 -0.2 -0.2
-0.4 0.2 0.1
-0.1 0.2 -0.1
-0.6 -0.1 -0.4
0.2 0.0 -0.1
-0.2 -0.1 -0.2
0.2 0.4 0.0
0.3 0.2 0.3
0.3 0.3 -0.1
0.2 -0.3 0.2
-0.1 -0.1 -0.3
0.2 -0.4 0.1
0.0 0.3 -0.1
0.0 -0.3 0.0
0.5 -0.2 0.1
-0.2 0.1 -0.2
-0.1 0.2 0.1
-0.2 0.2 -0.1
-0.1 0.3 0.0
0.1 0.0 0.1
0.0 0.1 -0.3
0.0 -0.2 0.0
0.0 0.1 -0.4
-0.2 0.1 0.1
0.1 0.2 0.1
0.1 0.3 -0.2
0.4 0.1 0.0
-0.2 -0.1 -0.2
0.2 0.2 0.2
-0.4 0.1 0.2
0.5 0.3 -0.4
0.1 0.0 0.2
-0.1 0.0 0.1



Record 2
The following is a quantum chemistry calculation of a structure of composition C23H50Cl15O12P3, from the Open Molecules 2025 dataset.

The calculation puts the HOMO energy at -10.3596 eV. The value obtained for the frontier orbital gap is 10.5 eV. As for the electronic energy: -9736.363208 Eh. The value obtained for the molar mass is 1143.36 u.

Last column: Mulliken charge in e.
Positions of all 103 atoms, in Å:
C 8.02671 -4.84306 -3.22431  -1.174
C 6.65240 -4.71111 -3.91889  -0.212
O 5.82406 -5.36958 -2.96144  -0.229
P 4.57150 -4.59160 -2.26815  0.930
O 4.77602 -3.33849 -1.46579  -0.677
O 3.89996 -5.79532 -1.39973  -0.353
C 4.56028 -6.38107 -0.29410  -0.226
C 4.98553 -7.79562 -0.70101  -1.081
O 3.60697 -4.37430 -3.53517  -0.340
C 2.58281 -3.36534 -3.49143  0.093
C 2.80958 -2.32991 -4.48562  -0.987
H 8.14235 -4.24240 -2.32212  0.304
H 8.42265 -5.78333 -2.84061  0.321
H 8.64382 -4.24646 -3.89613  0.378
H 6.30987 -3.70064 -4.14189  0.285
H 6.49615 -5.26918 -4.84207  0.304
H 5.31383 -5.72344 0.13925  0.322
H 3.77842 -6.47006 0.46013  0.301
H 5.91396 -7.85666 -1.26878  0.241
H 5.22659 -8.46336 0.12610  0.405
H 4.22601 -8.34351 -1.25873  0.283
H 1.63057 -3.80849 -3.78288  0.309
H 2.35674 -2.86832 -2.54804  0.001
H 2.19711 -2.63000 -5.33587  0.319
H 2.52165 -1.36299 -4.07297  0.247
H 3.83508 -2.36759 -4.85308  0.243
C 2.36004 -0.61484 0.01224  -1.093
C 0.91457 -0.04383 0.11718  0.425
O 0.62913 -0.16391 1.55594  -0.263
P -0.46463 0.64201 2.46002  0.436
O -0.36220 0.43396 3.90722  -0.809
O -0.25829 2.21653 2.00516  0.289
C 0.88918 2.87381 2.42650  -0.278
C 0.59203 4.28142 2.83498  -0.926
O -1.79878 0.27654 1.72748  0.198
C -2.41483 -0.97067 2.04899  0.124
C -3.69447 -1.31272 1.27918  -0.896
H 2.43641 -1.70213 0.00306  0.307
H 2.83378 -0.32882 -0.92683  0.278
H 2.98365 -0.24200 0.82477  0.202
H 0.73221 1.00575 -0.11351  -0.157
H 0.07616 -0.43552 -0.45880  0.288
H 1.21846 2.23869 3.24888  0.423
H 1.52885 2.90200 1.54437  0.133
H 0.03435 4.80478 2.05832  0.230
H 0.03206 4.23143 3.76881  0.184
H 1.51807 4.80973 3.06180  0.243
H -1.71496 -1.77383 1.81837  0.394
H -2.58397 -1.07426 3.12079  -0.195
H -3.61949 -2.39964 1.24626  0.431
H -4.54933 -0.93345 1.83907  0.110
H -3.71452 -1.03048 0.22654  0.061
C -6.82156 2.00480 0.01611  -0.908
C -5.98561 1.52137 -1.16180  -0.253
O -4.68632 1.22203 -0.87954  -0.018
P -3.38970 1.76939 -1.72112  1.186
O -2.21593 0.92399 -1.60780  -0.768
O -4.05974 1.78334 -3.22982  -0.440
C -3.83589 0.77598 -4.19481  0.027
C -4.24357 1.17501 -5.57358  -1.262
O -3.24403 3.36704 -1.43408  -0.457
C -2.82970 3.73641 -0.14776  0.877
C -3.78759 4.80175 0.46109  -1.132
H -6.16570 2.59765 0.65367  -0.062
H -7.51883 2.72429 -0.41315  0.312
H -7.27272 1.24546 0.65483  0.344
H -6.51438 0.72629 -1.68746  0.216
H -5.86721 2.40549 -1.78824  0.390
H -2.76402 0.60920 -4.08813  0.193
H -4.41823 -0.08161 -3.85786  0.263
H -4.15332 2.25327 -5.70516  0.317
H -3.67351 0.60935 -6.31058  0.350
H -5.30988 0.99222 -5.70653  0.325
H -2.71235 2.93625 0.58304  -0.233
H -1.79535 4.05934 -0.26583  0.011
H -3.89274 5.64347 -0.22342  0.336
H -4.73611 4.29291 0.63285  0.178
H -3.43701 5.25429 1.38868  0.321
C -4.53557 -2.13877 6.11753  0.005
Cl -4.79810 -3.76330 6.60280  -0.114
Cl -5.15242 -1.76234 4.58036  -0.083
Cl -2.76927 -1.80270 5.93542  -0.123
H -4.94519 -1.38437 6.78922  0.298
C 4.34705 -1.49018 3.91703  0.194
Cl 5.74842 -2.11312 4.76926  -0.140
Cl 4.07226 0.25832 4.27108  -0.122
Cl 2.86692 -2.49941 4.09860  -0.108
H 4.62887 -1.50397 2.86418  0.144
C 1.87868 7.84802 2.87372  0.204
Cl 2.92120 7.20530 4.18267  -0.133
Cl 2.50796 9.38241 2.21903  -0.139
Cl 0.19188 7.94904 3.35874  -0.117
H 1.81363 7.14321 2.04480  0.171
C -4.04249 2.27608 4.21596  0.024
Cl -2.61669 3.36176 4.08222  -0.077
Cl -4.88961 1.97373 2.62517  -0.047
Cl -5.22775 2.97527 5.39839  -0.152
H -3.68840 1.36240 4.69335  0.088
C 1.17726 3.08184 -2.68758  0.548
Cl 2.76525 2.44408 -2.23799  -0.104
Cl 0.89913 3.34419 -4.47522  -0.143
Cl 0.74381 4.58015 -1.69543  -0.131
H 0.52010 2.26461 -2.39033  -0.200

Forces on the atoms, in the same order (eV/Å):
0.4 2.3 -1.0
0.6 -1.3 1.5
-2.9 0.7 1.3
0.0 -0.1 0.9
0.2 -1.8 -1.3
0.3 1.8 -2.0
-0.6 -1.2 0.5
1.0 -0.5 0.3
0.2 -0.2 1.3
-1.4 -0.7 1.0
0.4 0.7 -1.8
-1.0 0.4 0.2
-0.4 -0.4 -1.2
1.1 -0.8 -0.2
0.4 0.3 0.4
0.6 -0.1 -0.1
0.3 -0.2 -0.3
0.0 0.0 0.2
-0.1 0.5 -0.4
-0.2 0.3 0.6
-0.2 0.5 -0.1
0.2 -0.8 0.4
0.9 -0.7 0.6
0.0 0.8 -0.4
0.2 0.1 -0.5
0.1 0.5 0.2
-0.7 0.4 -1.0
0.0 0.4 1.5
-0.6 0.2 1.2
1.8 1.1 -1.9
0.0 -0.3 -0.5
-2.9 -2.4 -0.6
0.9 -0.2 -0.1
-0.1 -0.1 0.7
-1.0 0.8 0.1
0.0 -1.2 -0.3
0.8 0.1 0.3
-0.5 0.0 0.3
0.0 0.3 -0.1
-0.2 0.1 0.0
1.1 0.5 -0.1
0.3 -1.1 0.0
1.2 0.6 0.1
0.7 -0.3 0.3
0.0 0.0 0.1
-0.2 0.4 -0.1
0.1 0.0 -0.1
0.4 0.1 -0.1
-0.1 0.4 0.1
-0.8 -0.1 0.3
-0.2 -0.2 -0.4
0.1 0.5 0.2
0.9 0.3 0.1
-1.8 2.1 -0.8
4.0 -1.1 1.1
-3.2 0.6 -2.0
0.6 -0.1 0.5
0.2 2.1 2.1
1.0 -0.7 1.1
-0.7 0.6 -0.1
-1.1 -2.6 -1.3
0.9 1.4 2.2
0.7 -0.5 -0.8
-0.1 0.1 0.0
-0.5 -0.3 0.3
-0.2 0.0 -0.3
0.3 -0.2 -0.2
-1.0 -0.1 -0.6
0.0 -0.7 -0.6
0.3 -0.4 -0.2
0.5 0.0 -0.2
-0.1 0.2 0.0
0.0 -0.2 -0.2
-0.4 -0.6 -0.2
0.0 0.6 0.1
-0.3 -0.2 -0.2
-0.1 0.4 0.0
0.2 -0.5 0.1
1.6 1.2 0.3
-0.3 -0.6 0.4
-1.5 0.1 -1.8
0.1 -0.1 0.7
0.2 -0.6 0.3
-0.3 0.4 -0.8
-0.2 -0.1 0.3
-0.1 -0.9 0.1
0.9 0.7 0.1
-0.3 -0.1 0.2
0.1 -0.3 -0.4
-0.5 0.3 -0.6
-0.2 -0.4 0.4
-0.1 0.3 0.4
0.7 0.0 0.3
-0.4 0.7 0.3
-0.9 -0.6 -0.3
1.1 0.1 1.5
0.5 -0.3 -0.7
-0.1 -0.1 -0.6
-0.6 0.1 0.1
-0.1 0.6 -0.5
0.5 -0.1 1.5
0.4 -1.3 -1.0
-0.4 0.6 -0.1